Entry 1:
{
  "formula": "C11H13BClF4N2O2PtSe4",
  "method": "the ωB97M-V functional and the def2-TZVPD basis",
  "species": ["Pt", "Se", "Se", "Se", "Se", "C", "C", "N", "O", "C", "C", "N", "O", "H", "H", "H", "H", "H", "H", "H", "F", "B", "F", "F", "F", "Cl", "C", "C", "C", "C", "C", "C", "C", "H", "H", "H", "H", "H", "H"],
  "positions_angstrom": [[-1.198782, 0.984543, 0.124082], [-0.833204, 3.061222, 1.911039], [-2.725794, 4.042296, 2.636462], [-4.573355, 2.892135, 1.976791], [-3.530471, 0.378488, 0.867991], [-1.374296, -3.343769, -0.943955], [-1.069374, -1.943120, -0.511073], [-1.386175, -0.930337, -1.227624], [-2.063039, -1.210484, -2.393061], [-0.388743, -1.680672, 0.751564], [0.307832, -2.750556, 1.527435], [-0.376983, -0.452251, 1.213503], [0.168112, -0.145111, 2.303451], [-2.363738, -3.373020, -1.396639], [-1.334561, -4.031042, -0.102330], [-0.656907, -3.669057, -1.700633], [-2.135379, -0.329811, -2.812985], [0.748724, -3.489393, 0.857211], [-0.371407, -3.263776, 2.214789], [1.092553, -2.286989, 2.122562], [-1.832203, 1.461476, -3.131223], [-2.492553, 2.549985, -2.511600], [-2.007955, 2.588550, -1.124056], [-3.850706, 2.332796, -2.476622], [-2.135177, 3.732533, -3.110378], [1.857808, -1.123273, -1.789377], [2.458043, -0.232623, -0.410535], [3.538080, -0.770240, 0.272541], [4.067653, -0.098511, 1.361893], [3.512867, 1.114223, 1.746865], [2.431813, 1.628058, 1.056437], [1.860543, 0.971321, -0.037229], [0.661837, 1.535551, -0.700153], [3.957837, -1.709492, -0.061980], [4.909292, -0.518256, 1.897527], [3.911580, 1.651901, 2.597480], [1.993957, 2.567408, 1.372604], [0.572131, 1.236456, -1.743063], [0.650141, 2.622841, -0.627710]],
  "atomic_forces_ev_per_a": [[-0.3, 0.5, -0.2], [0.0, -0.2, -0.1], [0.1, 0.0, 0.0], [-0.1, -0.1, -0.1], [0.1, 0.1, 0.1], [0.0, 0.0, 0.0], [0.0, 0.0, -0.1], [0.0, 0.1, 0.1], [0.0, 0.2, 0.0], [0.0, 0.0, 0.0], [0.0, 0.0, 0.0], [0.2, -0.2, 0.2], [0.0, 0.0, 0.0], [0.0, 0.0, 0.0], [0.0, 0.0, 0.0], [0.0, 0.0, 0.0], [0.0, 0.0, 0.1], [0.0, 0.0, 0.0], [0.0, 0.0, 0.0], [0.0, 0.0, 0.0], [0.0, -0.2, 0.0], [0.0, -0.1, -0.2], [0.1, 0.1, 0.1], [-0.1, 0.0, 0.0], [0.0, 0.1, 0.0], [0.1, 0.0, -0.1], [0.0, 0.0, 0.0], [0.0, 0.0, 0.0], [0.0, 0.0, 0.0], [0.0, 0.0, 0.0], [0.0, 0.0, 0.0], [0.0, 0.0, 0.0], [-0.2, -0.1, 0.1], [0.0, 0.0, 0.0], [0.0, 0.0, 0.0], [0.0, 0.0, 0.0], [0.0, 0.0, 0.0], [0.0, 0.0, 0.0], [0.1, 0.0, 0.0]],
  "de_lowest_kj_mol": 7.2,
  "spin_multiplicity": 5,
  "homo_energy_ev": [-4.455, -5.237],
  "homo_lumo_gap_ev": [6.949, 5.810],
  "e_lumo_ev": [2.4938, 0.5739],
  "total_charge": -1
}

---

Entry 2:
{
  "formula": "C2H3NO3",
  "method": "the ωB97M-V functional and the def2-TZVPD basis",
  "species": ["C", "C", "N", "O", "O", "O", "H", "H", "H"],
  "positions_angstrom": [[0.839222, 2.194307, -0.653804], [0.576063, 1.422206, 0.582310], [-1.030209, -2.372437, 0.593212], [-2.185398, -2.258984, 0.819629], [-0.324016, -3.289955, 0.804223], [0.958940, 0.757039, -0.391381], [-0.066954, 2.371380, -1.175030], [1.901166, 2.647072, -0.671692], [-0.668813, -1.470629, 0.092533]],
  "atomic_forces_ev_per_a": [[2.5, 0.4, 0.7], [-0.7, 0.6, 2.5], [0.6, 3.2, -1.8], [-2.6, -0.2, 0.8], [1.6, -1.5, 0.3], [0.6, -1.7, -1.6], [0.0, 0.9, -1.0], [-2.4, -0.3, -0.6], [0.4, -1.5, 0.7]],
  "de_lowest_kj_mol": 787.5,
  "homo_energy_ev": -10.108,
  "homo_lumo_gap_ev": 10.637,
  "e_lumo_ev": 0.5291
}

---

Entry 3:
{
  "formula": "O2",
  "method": "the ωB97M-V functional and the def2-TZVPD basis",
  "species": ["O", "O"],
  "positions_angstrom": [[0.000000, 0.000000, 0.690467], [0.000000, 0.000000, -0.690467]],
  "atomic_forces_ev_per_a": [[0.0, 0.0, -8.7], [0.0, 0.0, 8.7]],
  "de_lowest_kj_mol": 94.0,
  "homo_energy_ev": -11.274,
  "homo_lumo_gap_ev": 7.766,
  "smiles": "O=O",
  "e_lumo_ev": -3.5080
}